This record from OMol25 describes 9 unconnected molecules or ions with the total composition C35H80BBrFN10O10 at a distorted geometry. The level of theory is the ωB97M-V functional and the def2-TZVPD basis.

Structure (XYZ):
```
138
Properties=species:S:1:pos:R:3:lowdin_charge:R:1
C 2.031 -0.247 1.359 -0.062
N 2.818 -0.397 0.104 -0.094
C 3.539 0.866 -0.183 -0.051
B 1.888 -0.674 -0.975 -0.495
O 0.695 0.033 -1.087 0.149
C 2.204 -1.884 -2.030 -0.257
C 3.322 -2.791 -1.480 -0.131
C 3.112 -4.282 -1.790 -0.245
C 4.427 -5.061 -1.844 -0.574
Br 5.559 -4.707 -0.328 0.754
O 0.971 -2.658 -2.008 -0.092
C 0.260 -2.735 -3.215 -0.175
C 0.135 -1.404 -3.906 -0.068
N 1.487 -0.855 -4.238 0.131
C 2.623 -1.485 -3.446 -0.178
C 3.849 -0.567 -3.537 -0.074
C 5.170 -1.245 -3.911 -0.169
F 5.992 -1.316 -2.801 -0.041
H 1.475 0.693 1.399 0.091
H 1.297 -1.051 1.411 0.093
H 2.696 -0.310 2.215 0.069
H 4.583 0.675 -0.429 0.074
H 3.077 1.439 -0.996 0.084
H 3.524 1.513 0.689 0.095
H 0.607 0.532 -1.908 0.053
H 3.395 -2.659 -0.408 0.080
H 4.293 -2.510 -1.882 0.094
H 2.658 -4.413 -2.775 0.112
H 2.470 -4.725 -1.033 0.090
H 4.945 -4.807 -2.766 0.060
H 4.202 -6.120 -1.896 0.067
H -0.738 -3.105 -2.992 0.128
H 0.719 -3.484 -3.873 0.134
H -0.341 -0.653 -3.293 0.091
H -0.413 -1.560 -4.831 0.147
H 1.695 -0.988 -5.223 0.186
H 1.493 0.149 -4.048 0.163
H 2.866 -2.401 -3.988 0.155
H 4.028 0.005 -2.630 0.114
H 3.656 0.164 -4.327 0.127
H 5.701 -0.632 -4.635 0.125
H 5.027 -2.246 -4.316 0.123
C -1.502 1.532 -2.437 -0.316
O -0.613 1.381 -3.291 -0.053
N -2.496 2.395 -2.536 -0.159
C -3.516 2.519 -1.497 -0.015
C -2.582 3.250 -3.712 -0.017
H -1.522 0.938 -1.513 0.143
H -4.497 2.308 -1.905 0.060
H -3.506 3.535 -1.100 0.097
H -3.319 1.819 -0.690 0.097
H -2.665 2.643 -4.613 0.094
H -1.685 3.863 -3.797 0.096
H -3.452 3.892 -3.623 0.093
C 2.702 -2.538 4.345 -0.334
O 3.121 -1.430 4.049 -0.013
N 2.902 -3.631 3.598 -0.179
C 2.375 -4.931 3.965 -0.034
C 3.674 -3.504 2.371 -0.059
H 2.109 -2.732 5.253 0.121
H 3.193 -5.644 4.080 0.096
H 1.706 -5.275 3.173 0.077
H 1.824 -4.867 4.902 0.081
H 4.678 -3.137 2.592 0.093
H 3.198 -2.791 1.695 0.065
H 3.742 -4.475 1.887 0.044
C -6.798 0.956 -1.922 -0.360
O -6.297 1.358 -0.884 -0.013
N -8.086 0.640 -2.076 -0.186
C -8.620 0.162 -3.335 -0.054
C -8.984 0.789 -0.935 -0.020
H -6.207 0.819 -2.849 0.130
H -9.397 0.836 -3.697 0.093
H -9.049 -0.834 -3.211 0.091
H -7.827 0.111 -4.079 0.079
H -8.995 1.826 -0.596 0.075
H -8.644 0.163 -0.109 0.095
H -9.988 0.493 -1.226 0.090
C -8.770 5.228 -0.954 -0.355
O -9.161 4.289 -0.282 0.001
N -7.494 5.642 -1.022 -0.179
C -7.108 6.775 -1.848 -0.062
C -6.497 4.925 -0.242 -0.029
H -9.454 5.831 -1.574 0.131
H -6.384 6.474 -2.603 0.080
H -6.668 7.562 -1.239 0.077
H -8.000 7.162 -2.339 0.081
H -6.471 3.875 -0.539 0.070
H -6.756 4.965 0.817 0.098
H -5.525 5.379 -0.401 0.057
C 1.538 -3.685 8.622 -0.353
O 1.018 -4.114 7.607 -0.004
N 1.584 -2.390 8.976 -0.196
C 2.222 -1.949 10.201 -0.055
C 0.970 -1.405 8.101 -0.034
H 2.025 -4.349 9.355 0.134
H 1.499 -1.444 10.845 0.090
H 3.037 -1.259 9.978 0.091
H 2.626 -2.806 10.735 0.083
H -0.091 -1.630 7.983 0.095
H 1.434 -1.430 7.115 0.077
H 1.084 -0.412 8.525 0.088
C -3.387 7.810 -0.754 -0.335
O -4.174 7.078 -1.334 -0.021
N -2.991 9.006 -1.208 -0.193
C -2.056 9.840 -0.475 -0.051
C -3.522 9.480 -2.477 -0.032
H -2.934 7.540 0.214 0.138
H -2.518 10.796 -0.224 0.093
H -1.165 10.028 -1.076 0.091
H -1.761 9.343 0.446 0.084
H -4.608 9.551 -2.429 0.092
H -3.263 8.786 -3.276 0.092
H -3.105 10.459 -2.698 0.088
C 8.125 -2.339 2.120 -0.358
O 8.580 -2.526 3.228 0.024
N 8.320 -1.224 1.389 -0.195
C 7.746 -1.059 0.071 -0.065
C 9.135 -0.161 1.954 -0.040
H 7.495 -3.084 1.603 0.104
H 8.531 -0.917 -0.675 0.092
H 7.083 -0.190 0.051 0.079
H 7.168 -1.943 -0.195 0.047
H 10.138 -0.528 2.170 0.094
H 8.698 0.193 2.888 0.093
H 9.195 0.662 1.246 0.083
C 0.118 -5.710 -0.254 -0.362
O 0.781 -6.648 0.138 0.022
N -0.990 -5.243 0.352 -0.184
C -1.722 -4.105 -0.162 -0.046
C -1.463 -5.899 1.564 -0.026
H 0.383 -5.136 -1.162 0.117
H -1.748 -3.302 0.577 0.096
H -2.748 -4.388 -0.406 0.094
H -1.237 -3.735 -1.064 0.051
H -0.686 -5.867 2.328 0.082
H -1.694 -6.944 1.364 0.097
H -2.353 -5.392 1.926 0.089
```

Summary:
Charge: +1
Electronic energy in Eh: -5380.11125